(1)
C12H17AlBr2F3O2 as an isolated structure. Source: the Open Molecules 2025 dataset; level of theory: ωB97M-V/def2-TZVPD.

* charge: -1
* HOMO energy: -4.64 eV
* M: 437.05 g/mol

The geometry in XYZ format:
```
37
C12H17AlBr2F3O2, DFT ωB97M-V/def2-TZVPD
C 1.59 2.16 0.00
C 1.03 0.80 -0.40
C 1.50 0.07 -1.48
C 0.87 -1.11 -1.83
C -0.22 -1.58 -1.10
C -0.68 -0.88 0.02
C -1.85 -1.35 0.83
Al -3.47 -1.61 -0.40
O -4.68 -2.58 0.54
C -4.39 0.16 -0.84
O -3.83 0.88 -2.01
C -3.46 2.12 -1.77
F -3.11 2.71 -2.93
F -4.44 2.90 -1.24
F -2.41 2.23 -0.95
C -0.03 0.32 0.36
H 1.24 2.85 -0.78
H 2.67 2.23 -0.01
H 1.15 2.52 0.93
H 2.36 0.46 -2.03
H 1.23 -1.66 -2.70
H -0.70 -2.49 -1.42
H -1.61 -2.28 1.35
H -2.14 -0.63 1.59
H -3.09 -2.38 -1.76
H -5.24 -3.07 -0.07
H -4.46 0.79 0.04
H -5.42 -0.09 -1.11
H -0.39 0.85 1.23
Br 3.38 0.24 1.10
C 4.90 0.38 2.32
C 5.84 -0.78 2.20
Br 5.14 -2.38 3.07
H 4.49 0.49 3.32
H 5.40 1.31 2.04
H 6.78 -0.57 2.71
H 6.04 -1.05 1.17
```

Results of the natural (NBO) charge analysis, in e, for atoms 1 through 4: atom 1 (C): -0.642, atom 2 (C): -0.018, atom 3 (C): -0.277, atom 4 (C): -0.214

=====

(2)
A 7-piece molecular cluster, C22H60N2O12 overall. Source: the Open Molecules 2025 dataset; level of theory: ωB97M-V/def2-TZVPD.

* SMILES: COCCNCCOC.COCCNCCOC.OCCO.OCCO.OCCO.CCO.CCO
* HOMO energy: -9.25 eV
* M: 544.72 g/mol

The geometry in XYZ format:
```
96
C22H60N2O12, DFT ωB97M-V/def2-TZVPD
C -12.67 -18.56 -0.40
O -12.94 -19.24 0.82
C -13.73 -18.42 1.75
C -14.33 -19.22 2.84
N -15.14 -18.44 3.74
C -15.46 -19.25 4.90
C -16.26 -18.40 5.83
O -16.79 -18.82 6.92
C -17.71 -18.00 7.51
H -12.01 -17.60 -0.27
H -13.54 -18.16 -0.84
H -12.33 -19.33 -1.06
H -14.55 -17.90 1.30
H -12.97 -17.77 2.21
H -13.48 -19.53 3.40
H -14.91 -19.99 2.36
H -16.05 -18.20 3.33
H -14.59 -19.57 5.50
H -16.07 -20.11 4.68
H -17.06 -17.98 5.18
H -15.73 -17.48 6.15
H -17.41 -16.99 7.43
H -17.86 -18.35 8.50
H -18.74 -18.13 7.07
C -15.07 -8.53 12.65
O -15.22 -9.66 13.36
C -14.75 -10.86 12.68
C -14.75 -12.01 13.62
N -14.26 -13.17 12.95
C -14.04 -14.29 13.90
C -13.60 -15.56 13.13
O -13.19 -16.50 13.82
C -14.19 -17.53 14.11
H -14.11 -8.29 12.16
H -15.17 -7.93 13.54
H -15.81 -8.35 11.92
H -13.80 -10.52 12.37
H -15.36 -11.05 11.71
H -15.83 -12.26 13.97
H -14.12 -11.79 14.54
H -13.35 -13.02 12.52
H -15.04 -14.41 14.44
H -13.24 -14.15 14.62
H -12.68 -15.10 12.69
H -14.15 -15.76 12.22
H -13.83 -18.32 14.75
H -14.74 -17.99 13.22
H -14.98 -17.03 14.70
O -19.07 -12.62 13.69
C -19.35 -11.26 13.84
C -18.61 -10.50 12.85
O -19.23 -10.65 11.57
H -18.55 -12.80 12.93
H -20.39 -11.04 13.86
H -18.89 -10.88 14.77
H -17.60 -10.79 12.80
H -18.65 -9.38 13.23
H -18.94 -11.52 11.34
O -12.84 -16.58 10.01
C -12.88 -17.81 10.65
C -13.99 -18.70 10.32
O -13.82 -19.96 10.85
H -11.94 -16.27 10.25
H -12.07 -18.32 10.15
H -12.79 -17.89 11.78
H -14.14 -18.71 9.24
H -14.98 -18.20 10.67
H -13.06 -20.42 10.40
O -18.51 -12.95 10.42
C -19.39 -13.18 9.31
C -18.91 -12.44 8.19
O -19.85 -12.42 7.17
H -17.61 -13.38 10.29
H -19.47 -14.24 9.12
H -20.37 -12.85 9.60
H -17.95 -12.96 7.89
H -18.53 -11.47 8.48
H -19.47 -12.06 6.41
C -14.52 -13.40 9.36
C -14.62 -14.17 8.13
O -15.73 -13.56 7.53
H -15.35 -13.66 10.05
H -14.34 -12.35 9.35
H -13.69 -13.81 9.83
H -14.82 -15.25 8.27
H -13.72 -14.04 7.52
H -15.55 -13.68 6.60
C -16.93 -15.82 10.79
C -16.99 -15.36 12.13
O -16.75 -13.93 12.13
H -17.73 -15.34 10.14
H -17.02 -16.93 10.93
H -15.90 -15.73 10.27
H -16.26 -15.83 12.87
H -17.95 -15.70 12.39
H -15.90 -13.88 12.61
```

Results of the Mulliken charge analysis, in e, for atoms 1 through 4: atom 1 (C): -0.713, atom 2 (O): -0.306, atom 3 (C): -0.504, atom 4 (C): -0.537

=====

(3)
C5H9N2 as an isolated structure. Source: the Open Molecules 2025 dataset; level of theory: ωB97M-V/def2-TZVPD.

* charge: +1
* HOMO energy: -15.22 eV
* M: 97.14 g/mol

The geometry in XYZ format:
```
16
C5H9N2, DFT ωB97M-V/def2-TZVPD
C 1.83 0.27 1.76
C -1.87 0.18 0.29
C 3.03 0.66 2.44
C -2.74 0.18 -1.55
C -0.34 -0.92 -1.31
N 0.88 0.03 1.12
N -1.42 -0.20 -0.78
H 3.05 0.15 3.43
H 3.18 1.73 2.44
H 3.81 0.11 1.94
H -3.62 0.51 -0.99
H -3.06 -0.72 -2.13
H -2.59 1.03 -2.23
H 0.30 -1.25 -0.51
H 0.23 -0.22 -1.83
H -0.68 -1.53 -2.11
```

Results of the natural (NBO) charge analysis, in e, for atoms 1 through 4: atom 1 (C): 0.408, atom 2 (C): 0.683, atom 3 (C): -0.743, atom 4 (C): -0.462

=====

(4)
C41H50As4OPtS as an isolated structure. Source: the Open Molecules 2025 dataset; level of theory: ωB97M-V/def2-TZVPD.

* charge: +2
* HOMO energy (spin up / spin down): -12.61 / -12.63 eV
* 2S+1: 3
* M: 1085.68 g/mol

The geometry in XYZ format:
```
98
C41H50As4OPtS, DFT ωB97M-V/def2-TZVPD
Pt 0.39 -0.01 0.02
C -1.39 -1.06 2.91
As -0.69 0.57 2.15
C -2.20 1.77 2.19
C 0.49 1.34 3.49
C 1.98 0.95 3.50
C 2.12 -0.57 3.49
C 2.73 1.61 2.34
As 2.55 0.88 0.54
C 3.99 -0.42 0.43
C 3.20 2.34 -0.54
C 2.53 1.51 4.83
As 4.44 1.56 5.43
C 5.35 0.14 4.42
C 5.11 3.09 4.38
H -0.60 -1.82 2.95
H -2.19 -1.42 2.27
H -1.77 -0.86 3.91
H -2.57 1.84 3.21
H -2.99 1.37 1.55
H -1.90 2.75 1.84
H 0.04 1.06 4.45
H 0.39 2.42 3.39
H 1.70 -1.02 2.58
H 1.59 -1.01 4.34
H 3.16 -0.88 3.56
H 3.80 1.57 2.53
H 2.46 2.67 2.27
H 4.93 0.06 0.69
H 4.05 -0.80 -0.59
H 3.79 -1.24 1.11
H 4.16 2.68 -0.15
H 2.48 3.16 -0.52
H 3.33 2.00 -1.57
H 2.02 0.99 5.65
H 2.24 2.56 4.92
H 5.07 -0.84 4.81
H 6.42 0.27 4.62
H 5.20 0.17 3.35
H 4.43 3.94 4.50
H 5.24 2.88 3.32
H 6.07 3.38 4.79
C 1.39 5.43 -2.89
C 0.64 5.31 -1.73
C 0.04 4.10 -1.42
C 0.19 3.01 -2.28
C 0.93 3.14 -3.45
C 1.54 4.35 -3.75
As -0.60 1.34 -1.80
C -2.51 1.50 -1.96
C -3.38 2.28 -1.22
C -4.74 2.27 -1.54
C -5.19 1.47 -2.58
C -4.31 0.70 -3.33
C -2.96 0.70 -3.02
C -1.91 -0.06 -3.74
C -2.13 -0.96 -4.78
C -1.06 -1.63 -5.35
C 0.24 -1.42 -4.90
C 0.47 -0.53 -3.85
C -0.60 0.15 -3.30
H 1.86 6.38 -3.13
H 0.52 6.16 -1.07
H -0.54 4.01 -0.51
H 1.03 2.30 -4.13
H 2.11 4.45 -4.66
H -3.03 2.92 -0.43
H -5.43 2.88 -0.98
H -6.25 1.47 -2.83
H -4.69 0.10 -4.15
H -3.13 -1.14 -5.14
H -1.23 -2.32 -6.16
H 1.07 -1.94 -5.35
H 1.48 -0.37 -3.49
O -1.27 -1.34 -0.46
S -0.89 -2.72 -1.05
C -2.31 -3.20 -1.98
C -2.16 -4.27 -2.86
C -3.25 -4.66 -3.62
C -4.46 -3.98 -3.50
C -4.58 -2.91 -2.63
C -3.50 -2.51 -1.86
C -0.94 -3.81 0.35
C 0.30 -4.12 0.91
C 0.34 -4.87 2.09
C -0.85 -5.29 2.67
C -2.08 -4.98 2.10
C -2.13 -4.23 0.93
H -1.21 -4.78 -2.95
H -3.16 -5.49 -4.31
H -5.31 -4.29 -4.10
H -5.52 -2.38 -2.55
H -3.57 -1.66 -1.19
H 1.21 -3.80 0.43
H 1.29 -5.13 2.53
H -0.82 -5.88 3.58
H -2.99 -5.33 2.55
H -3.08 -4.00 0.47
```

Results of the Mulliken charge analysis, in e, for atoms 1 through 4: atom 1 (Pt): 1.069, atom 2 (C): -1.113, atom 3 (As): 0.565, atom 4 (C): -1.374

=====

> M of number 1 (C12H17AlBr2F3O2)?

437.05 g/mol

=====

Repeat the first record exactly.
C12H17AlBr2F3O2 as an isolated structure. Source: the Open Molecules 2025 dataset; level of theory: ωB97M-V/def2-TZVPD.

* charge: -1
* HOMO energy: -4.64 eV
* M: 437.05 g/mol

The geometry in XYZ format:
```
37
C12H17AlBr2F3O2, DFT ωB97M-V/def2-TZVPD
C 1.59 2.16 0.00
C 1.03 0.80 -0.40
C 1.50 0.07 -1.48
C 0.87 -1.11 -1.83
C -0.22 -1.58 -1.10
C -0.68 -0.88 0.02
C -1.85 -1.35 0.83
Al -3.47 -1.61 -0.40
O -4.68 -2.58 0.54
C -4.39 0.16 -0.84
O -3.83 0.88 -2.01
C -3.46 2.12 -1.77
F -3.11 2.71 -2.93
F -4.44 2.90 -1.24
F -2.41 2.23 -0.95
C -0.03 0.32 0.36
H 1.24 2.85 -0.78
H 2.67 2.23 -0.01
H 1.15 2.52 0.93
H 2.36 0.46 -2.03
H 1.23 -1.66 -2.70
H -0.70 -2.49 -1.42
H -1.61 -2.28 1.35
H -2.14 -0.63 1.59
H -3.09 -2.38 -1.76
H -5.24 -3.07 -0.07
H -4.46 0.79 0.04
H -5.42 -0.09 -1.11
H -0.39 0.85 1.23
Br 3.38 0.24 1.10
C 4.90 0.38 2.32
C 5.84 -0.78 2.20
Br 5.14 -2.38 3.07
H 4.49 0.49 3.32
H 5.40 1.31 2.04
H 6.78 -0.57 2.71
H 6.04 -1.05 1.17
```

Results of the natural (NBO) charge analysis, in e, for atoms 1 through 4: atom 1 (C): -0.642, atom 2 (C): -0.018, atom 3 (C): -0.277, atom 4 (C): -0.214

=====

> Which value of M does entry 3 give?

97.14 g/mol